Below is a single C4H7FO molecule at a distorted geometry, with properties calculated with ωB97M-V/def2-TZVPD.

Last column: Mulliken charge in e.
Element x y z (Å)
C1 1.0907 0.8965 -0.3566  -1.420
C2 -0.0997 0.0606 0.0884  1.220
C3 0.1967 -1.3731 0.5919  -1.537
O1 -1.0625 0.8085 0.9052  -0.493
C4 -1.4106 0.5142 -0.4042  0.032
F1 -2.2618 -0.4267 -0.7126  -0.256
H1 1.2230 1.5523 0.4421  0.364
H2 0.9158 1.4404 -1.3341  0.343
H3 1.8767 0.1589 -0.3828  0.376
H4 1.1924 -1.4532 1.0788  0.400
H5 0.0947 -2.1102 -0.1356  0.325
H6 -0.4595 -1.6774 1.3616  0.412
H7 -1.2958 1.6092 -1.1421  0.235

Results
2S+1 ... 1
Total charge ... 0
Molecular weight ... 90.10 g mol⁻¹
SMILES ... CC1(C)O[C@@H]1F
Relative energy (zero: lowest compared OMol25 entry of this formula, charge and spin) ... 202.5 kJ/mol